No. 1
The following is a quantum chemistry calculation of the molecule C5H5F in a non-equilibrium geometry, from the Open Molecules 2025 dataset.

Atoms and positions in Å:
F (0.395, 1.711, 1.080)
C (0.161, 0.621, 0.266)
C (-1.144, 0.099, 0.306)
C (-0.985, -1.247, -0.361)
C (0.497, -1.246, -0.897)
C (1.108, -0.040, -0.567)
H (-1.702, 0.484, 1.206)
H (-1.693, -1.590, -1.159)
H (-1.053, -2.081, 0.176)
H (1.054, -1.989, -1.501)
H (2.007, 0.655, -0.930)

Lowest unoccupied orbital energy ... 0.72 eV
E ... -7980.7614 eV
Gap between HOMO and LUMO ... 9.28 eV
SMILES ... FC1=CCC=C1

Computed natural (NBO) charges, given in elementary charges: -0.3386, 0.3869, -0.3238, -0.4700, -0.1288, -0.3245, 0.2391, 0.2448, 0.2405, 0.2225, 0.2518

No. 2
The following is a quantum chemistry calculation of a cluster of 5 separate species, C33H39F13N3O14PS in total in a non-equilibrium geometry, from the Open Molecules 2025 dataset.

Atoms and positions in Å:
C (-0.192, -0.107, 3.474)
C (0.756, 0.007, 2.775)
C (1.934, 0.167, 1.877)
C (2.091, -1.215, 1.288)
C (1.523, -1.522, 0.063)
C (1.605, -2.796, -0.471)
C (2.266, -3.755, 0.291)
C (2.813, -3.343, 1.496)
N (2.745, -2.121, 2.014)
N (3.022, 0.638, 2.793)
C (2.620, 1.967, 3.101)
O (2.951, 2.591, 4.063)
C (1.633, 2.469, 2.024)
C (1.844, 3.928, 1.564)
C (0.576, 4.780, 1.527)
C (-0.397, 4.463, 0.409)
F (-0.824, 3.170, 0.549)
F (-1.505, 5.230, 0.567)
C (0.184, 4.567, -1.036)
F (1.199, 5.475, -1.009)
F (0.738, 3.389, -1.364)
C (-0.751, 5.078, -2.163)
F (-0.008, 5.257, -3.272)
F (-1.148, 6.317, -1.785)
C (-2.047, 4.260, -2.459)
F (-2.988, 5.141, -2.846)
F (-2.519, 3.659, -1.365)
S (-1.927, 2.974, -3.860)
F (-1.679, 4.129, -4.899)
F (-0.392, 2.768, -3.609)
F (-2.246, 1.781, -2.874)
F (-3.493, 3.106, -4.117)
F (-1.844, 1.935, -5.049)
C (1.860, 1.389, 0.950)
P (3.625, 1.694, 0.353)
N (4.142, 0.161, -0.217)
O (3.403, 2.539, -1.076)
H (-1.004, -0.345, 4.110)
H (0.989, -0.754, -0.481)
H (1.169, -3.036, -1.428)
H (2.331, -4.769, -0.054)
H (3.316, -4.093, 2.093)
H (3.003, 0.125, 3.670)
H (0.621, 2.488, 2.414)
H (2.391, 4.000, 0.633)
H (2.486, 4.381, 2.321)
H (-0.006, 4.716, 2.445)
H (0.853, 5.824, 1.398)
H (1.145, 1.313, 0.141)
H (5.151, 0.243, -0.286)
H (3.830, 0.049, -1.182)
H (3.910, 3.349, -0.986)
C (-3.341, -4.826, 4.111)
C (-2.131, -4.031, 3.685)
C (-1.736, -4.209, 2.237)
O (-0.328, -3.971, 2.277)
C (0.109, -4.305, 3.518)
O (1.246, -4.420, 3.821)
O (-0.947, -4.485, 4.359)
H (-4.191, -4.612, 3.462)
H (-3.128, -5.894, 4.080)
H (-3.621, -4.581, 5.135)
H (-2.267, -2.973, 3.924)
H (-2.223, -3.500, 1.570)
H (-1.909, -5.225, 1.873)
C (-4.040, 0.332, -6.749)
C (-3.717, -0.142, -8.144)
C (-4.920, -0.390, -9.023)
O (-4.440, -1.402, -9.916)
C (-3.470, -2.094, -9.263)
O (-3.009, -3.121, -9.632)
O (-3.108, -1.445, -8.127)
H (-4.670, 1.221, -6.775)
H (-4.552, -0.450, -6.186)
H (-3.130, 0.572, -6.205)
H (-3.018, 0.547, -8.626)
H (-5.234, 0.490, -9.579)
H (-5.773, -0.790, -8.468)
C (3.164, -8.524, -3.107)
C (3.484, -8.084, -1.700)
C (3.476, -9.192, -0.673)
O (3.119, -8.493, 0.526)
C (2.386, -7.412, 0.163)
O (1.763, -6.733, 0.908)
O (2.463, -7.214, -1.179)
H (3.831, -9.326, -3.420)
H (2.132, -8.869, -3.176)
H (3.274, -7.693, -3.804)
H (4.430, -7.537, -1.678)
H (4.444, -9.676, -0.558)
H (2.715, -9.950, -0.875)
C (-0.722, 6.928, 7.471)
C (-0.558, 6.352, 6.086)
C (-1.825, 6.310, 5.266)
O (-1.590, 5.195, 4.396)
C (-0.741, 4.352, 5.051)
O (-0.504, 3.243, 4.710)
O (-0.213, 4.958, 6.139)
H (-1.169, 7.921, 7.425)
H (-1.349, 6.281, 8.084)
H (0.244, 7.009, 7.970)
H (0.239, 6.874, 5.549)
H (-1.988, 7.216, 4.686)
H (-2.714, 6.103, 5.867)

Lowest unoccupied orbital energy ... 0.26 eV
E ... -123438.6509 eV
Gap between HOMO and LUMO ... 8.46 eV
SMILES ... C#C[C@]1(c2ccccn2)NC(=O)[C@@H](CCC(F)(F)C(F)(F)C(F)(F)C(F)(F)S(F)(F)(F)(F)F)[C@H]1P(N)O.C[C@@H]1COC(=O)O1.C[C@@H]1COC(=O)O1.C[C@@H]1COC(=O)O1.C[C@@H]1COC(=O)O1

Löwdin atomic charge list, values in e, 99 entries: 0.1645, -0.0529, -0.4105, -0.2676, -0.0419, -0.0477, -0.0528, -0.1345, 0.1591, 0.1153, -0.4618, 0.1179, -0.2360, -0.1240, -0.0552, -0.4130, 0.1071, 0.1187, -0.3346, 0.1352, 0.1428, -0.3539, 0.1465, 0.1517, -0.4001, 0.1272, 0.1478, 0.7672, -0.1104, -0.1107, -0.1222, -0.1318, -0.1271, -0.2790, 0.9277, -0.1373, -0.3132, 0.0360, 0.1066, 0.1044, 0.0709, 0.1082, 0.1464, 0.1234, 0.0743, 0.1242, 0.1147, 0.1344, 0.1093, 0.0295, 0.0466, 0.0300, -0.0246, -0.3359, -0.0933, 0.0500, -0.5483, 0.1714, 0.0832, 0.0889, 0.0920, 0.0846, 0.1490, 0.1387, 0.1407, -0.0176, -0.3271, -0.0986, 0.0615, -0.5626, 0.1701, 0.0844, 0.0958, 0.0970, 0.0599, 0.1593, 0.1377, 0.1394, -0.0229, -0.3293, -0.0950, 0.0705, -0.5575, 0.1661, 0.0764, 0.0908, 0.0926, 0.0866, 0.1595, 0.1389, 0.1399, -0.0219, -0.3307, -0.0937, 0.0469, -0.5578, 0.1720, 0.0944, 0.0905